{"formula": "C67H171N9O22", "method": "ωB97M-V/def2-TZVPD", "species": ["C", "C", "C", "O", "H", "H", "H", "H", "H", "H", "H", "H", "C", "C", "C", "O", "H", "H", "H", "H", "H", "H", "H", "H", "C", "C", "C", "O", "H", "H", "H", "H", "H", "H", "H", "H", "C", "C", "C", "O", "H", "H", "H", "H", "H", "H", "H", "H", "C", "C", "C", "O", "H", "H", "H", "H", "H", "H", "H", "H", "C", "O", "C", "C", "N", "C", "C", "O", "C", "H", "H", "H", "H", "H", "H", "H", "H", "H", "H", "H", "H", "H", "H", "H", "C", "O", "C", "C", "N", "C", "C", "O", "C", "H", "H", "H", "H", "H", "H", "H", "H", "H", "H", "H", "H", "H", "H", "H", "C", "O", "C", "C", "N", "C", "C", "O", "C", "H", "H", "H", "H", "H", "H", "H", "H", "H", "H", "H", "H", "H", "H", "H", "C", "O", "C", "C", "N", "C", "C", "O", "C", "H", "H", "H", "H", "H", "H", "H", "H", "H", "H", "H", "H", "H", "H", "H", "C", "O", "C", "C", "N", "C", "C", "O", "C", "H", "H", "H", "H", "H", "H", "H", "H", "H", "H", "H", "H", "H", "H", "H", "C", "O", "C", "C", "N", "C", "C", "O", "C", "H", "H", "H", "H", "H", "H", "H", "H", "H", "H", "H", "H", "H", "H", "H", "C", "O", "C", "C", "N", "C", "C", "O", "C", "H", "H", "H", "H", "H", "H", "H", "H", "H", "H", "H", "H", "H", "H", "H", "C", "O", "C", "C", "N", "C", "C", "O", "C", "H", "H", "H", "H", "H", "H", "H", "H", "H", "H", "H", "H", "H", "H", "H", "C", "C", "C", "O", "C", "N", "H", "H", "H", "H", "H", "H", "H", "H", "H", "H", "H"], "positions_angstrom": [[-3.353713, -6.243249, 5.626146], [-2.060783, -6.767299, 5.044626], [-2.278483, -7.445139, 3.739556], [-1.256263, -5.631649, 4.832976], [-4.021163, -7.093559, 5.765996], [-3.764733, -5.451509, 4.999786], [-3.249673, -5.782949, 6.608676], [-1.622133, -7.479029, 5.743996], [-1.332403, -7.711929, 3.268576], [-2.814943, -6.792269, 3.051026], [-2.969723, -8.286499, 3.788756], [-0.335533, -5.896929, 4.773996], [11.938607, 7.499751, 2.690166], [10.638237, 7.102091, 3.370286], [10.538517, 7.471891, 4.835956], [9.534897, 7.718491, 2.779716], [11.747297, 7.796411, 1.658896], [12.663417, 6.691561, 2.592246], [12.419277, 8.308631, 3.240386], [10.408687, 6.038961, 3.298446], [10.585607, 8.546961, 5.009496], [11.326397, 7.072041, 5.474286], [9.556477, 7.209191, 5.229256], [9.468217, 7.400051, 1.876526], [1.294287, 4.289851, -5.562754], [-0.220113, 4.130381, -5.761754], [-0.684373, 4.794241, -7.079304], [-0.661853, 2.807711, -5.796714], [1.729507, 3.876791, -4.652764], [1.515827, 5.354881, -5.493994], [1.981087, 3.881701, -6.304244], [-0.707803, 4.670171, -4.950024], [-0.490683, 5.855441, -7.235684], [-1.768583, 4.778991, -7.190474], [-0.180763, 4.270331, -7.891704], [-0.194793, 2.331001, -5.106634], [-2.223893, 9.703621, -1.397914], [-2.303793, 10.901571, -0.394514], [-1.489433, 10.747271, 0.833076], [-1.846413, 12.054311, -1.048324], [-2.745113, 9.999811, -2.308244], [-2.526033, 8.708451, -1.071654], [-1.238643, 9.512161, -1.823034], [-3.337513, 11.151641, -0.155794], [-0.465923, 10.413441, 0.662586], [-1.962983, 9.993391, 1.461986], [-1.533613, 11.664671, 1.420046], [-1.931823, 12.724571, -0.366374], [-3.068313, -3.776479, -10.298584], [-2.264133, -3.024039, -9.241524], [-0.754253, -2.999629, -9.575054], [-2.819273, -1.714029, -9.264834], [-2.771873, -4.824669, -10.337734], [-2.893253, -3.414069, -11.311554], [-4.129713, -3.680019, -10.070044], [-2.456583, -3.474729, -8.267904], [-0.336473, -2.172609, -9.000934], [-0.560033, -2.924049, -10.644944], [-0.191143, -3.913909, -9.387704], [-2.307233, -1.258839, -8.592374], [-9.508173, 4.914191, 0.230766], [-8.305673, 5.016101, -0.527564], [-8.403123, 4.652491, -1.890204], [-8.921873, 5.801371, -2.743664], [-9.039823, 5.496161, -4.173654], [-7.869673, 4.881031, -4.830674], [-8.059053, 4.999601, -6.351774], [-7.622633, 6.355101, -6.638804], [-7.721883, 6.730481, -7.965604], [-10.356253, 5.438471, -0.209674], [-9.261263, 5.427161, 1.160286], [-9.751723, 3.870821, 0.431166], [-9.029193, 3.766211, -1.993364], [-7.347793, 4.478491, -2.100134], [-8.320863, 6.698431, -2.594844], [-9.913323, 6.027161, -2.351024], [-9.123893, 6.410041, -4.595374], [-7.634793, 3.868741, -4.501714], [-6.937273, 5.374201, -4.555854], [-9.106523, 4.793491, -6.571834], [-7.426953, 4.330111, -6.935174], [-7.271913, 7.719381, -8.053364], [-8.737753, 6.787041, -8.356624], [-7.059913, 6.063361, -8.517734], [-8.725413, -14.466559, -2.631864], [-7.454263, -15.080989, -2.793364], [-6.762123, -15.207019, -1.478684], [-5.368513, -15.505129, -1.740114], [-4.608093, -14.377949, -2.296994], [-4.337493, -13.286319, -1.428524], [-3.492533, -12.301659, -2.247944], [-4.252573, -11.660429, -3.267144], [-3.661673, -10.486239, -3.781964], [-9.493933, -15.120979, -2.220504], [-9.040173, -14.236239, -3.649694], [-8.598233, -13.518469, -2.109324], [-7.217373, -16.055359, -0.967634], [-6.890983, -14.340589, -0.829994], [-5.329573, -16.352379, -2.424764], [-4.819593, -15.768269, -0.835934], [-5.105113, -14.018229, -3.099284], [-3.665023, -13.631229, -0.643074], [-5.207433, -12.859229, -0.929624], [-2.593283, -12.756669, -2.663194], [-3.165363, -11.519299, -1.563124], [-4.286673, -9.984169, -4.520474], [-2.681663, -10.727229, -4.193804], [-3.480003, -9.756179, -2.993234], [2.135867, -4.105979, -1.516394], [1.516987, -3.214509, -2.390904], [1.617657, -1.843549, -2.045494], [0.540327, -1.296099, -1.138254], [0.915947, 0.036991, -0.697434], [-0.167443, 0.634541, 0.086776], [0.340537, 2.007011, 0.505606], [1.339337, 1.844701, 1.454746], [2.291057, 2.928771, 1.419676], [1.902537, -3.927479, -0.466724], [3.219967, -4.021879, -1.592264], [1.834087, -5.129719, -1.737704], [1.577667, -1.291829, -2.984704], [2.605287, -1.644559, -1.629464], [0.355427, -2.035659, -0.359174], [-0.346373, -1.329279, -1.771304], [1.729207, -0.071189, -0.108364], [-0.289973, 0.026391, 0.983016], [-1.164303, 0.694231, -0.350054], [-0.452913, 2.531301, 1.038196], [0.475627, 2.734641, -0.294644], [3.051277, 2.810941, 2.191866], [1.791387, 3.890091, 1.539246], [2.858467, 3.080291, 0.501426], [-8.667733, -1.953559, -5.782224], [-9.997523, -1.958489, -6.284754], [-9.967343, -2.791509, -7.403514], [-11.387273, -2.920629, -7.948364], [-11.871203, -1.746129, -8.750404], [-13.205003, -1.939899, -9.333744], [-13.420383, -3.034289, -10.449944], [-13.676633, -4.300909, -9.839964], [-13.840673, -5.382229, -10.826964], [-7.882943, -1.688869, -6.490844], [-8.443723, -2.907529, -5.304894], [-8.644483, -1.284979, -4.921664], [-9.626413, -3.823119, -7.315984], [-9.366063, -2.281179, -8.155934], [-12.076993, -3.107169, -7.125194], [-11.456593, -3.769629, -8.628434], [-12.035293, -0.990629, -8.100474], [-13.594703, -1.030969, -9.792094], [-13.894003, -2.201949, -8.530804], [-12.516303, -3.138929, -11.049774], [-14.312413, -2.773669, -11.019564], [-12.895713, -5.279809, -11.360524], [-14.697103, -5.236509, -11.485264], [-13.924283, -6.366609, -10.366404], [3.190887, 7.996751, 11.191506], [2.065337, 7.502001, 11.881436], [1.814027, 8.236301, 13.072646], [0.529367, 7.688911, 13.749276], [0.845367, 6.416761, 14.373946], [1.840517, 6.297781, 15.424036], [1.507807, 7.193111, 16.668956], [0.365167, 6.766871, 17.427206], [0.048297, 7.672871, 18.467906], [4.048607, 7.533161, 11.678846], [3.226617, 9.086151, 11.186826], [3.418757, 7.596411, 10.203626], [1.589857, 9.261671, 12.778596], [2.614007, 8.406651, 13.793136], [-0.246613, 7.453281, 13.020966], [0.200607, 8.339801, 14.559436], [0.883417, 5.652281, 13.714996], [2.857267, 6.514951, 15.096676], [1.865317, 5.254541, 15.738886], [1.368797, 8.185681, 16.240496], [2.375957, 7.312201, 17.317206], [0.905407, 7.654561, 19.141046], [-0.791513, 7.321041, 19.067096], [-0.154253, 8.671521, 18.080896], [5.817037, 1.152961, 8.614776], [4.447327, 0.846901, 8.459816], [3.648867, 1.803611, 9.112466], [2.245757, 1.615931, 8.538986], [1.300997, 2.410681, 9.293466], [0.008747, 2.490301, 8.523546], [-0.657333, 1.168281, 8.107356], [-2.024143, 1.485311, 7.761976], [-2.737163, 0.435781, 7.103976], [6.391707, 0.437121, 8.027046], [6.111197, 1.007501, 9.654206], [6.107777, 2.147421, 8.276226], [3.978267, 2.801231, 8.822006], [3.649567, 1.807621, 10.202456], [1.971987, 0.562351, 8.483206], [2.338437, 1.964861, 7.510506], [1.678497, 3.337121, 9.432356], [0.251237, 3.120201, 7.667676], [-0.741923, 3.018291, 9.111606], [-0.625563, 0.436191, 8.914286], [-0.123303, 0.695041, 7.283366], [-2.266133, 0.113721, 6.175266], [-3.730603, 0.855341, 6.945416], [-2.967793, -0.386959, 7.780736], [4.529537, 9.582771, -4.096224], [5.628877, 8.724531, -4.308314], [6.622797, 8.978101, -3.316074], [7.790707, 7.994841, -3.606374], [7.416507, 6.622071, -3.206134], [8.480987, 5.738151, -3.610934], [7.814747, 4.338561, -3.630244], [7.192537, 4.129911, -4.911564], [6.915627, 2.753411, -5.170804], [3.988527, 9.300771, -3.192964], [3.868897, 9.479071, -4.956974], [4.776827, 10.639501, -3.994924], [6.328267, 8.903651, -2.269264], [6.844507, 10.039571, -3.426704], [8.690127, 8.397381, -3.140434], [7.982757, 8.033911, -4.678614], [6.563617, 6.286231, -3.630264], [9.156097, 5.713331, -2.755534], [8.991497, 5.937631, -4.553114], [7.072377, 4.180841, -2.847864], [8.580257, 3.564911, -3.570654], [6.506427, 2.706371, -6.179984], [6.195287, 2.276021, -4.506494], [7.882637, 2.255881, -5.096854], [5.566217, -9.210059, 1.420126], [5.936097, -7.975519, 2.017906], [5.536907, -7.982159, 3.410446], [5.923417, -6.623439, 4.127566], [5.004807, -5.570139, 3.728566], [5.306267, -4.263589, 4.314196], [4.815047, -3.250989, 3.282106], [5.404857, -3.514389, 2.015326], [6.861377, -3.396649, 1.901866], [6.001507, -10.030019, 1.991346], [6.010107, -9.188669, 0.424836], [4.487247, -9.306709, 1.299386], [5.995097, -8.773779, 4.003326], [4.476777, -8.121149, 3.622386], [6.921377, -6.340949, 3.792356], [5.974547, -6.730809, 5.211056], [5.188917, -5.327699, 2.765536], [6.370467, -4.159889, 4.525906], [4.750937, -4.192019, 5.249396], [5.143057, -2.258509, 3.591116], [3.726107, -3.270649, 3.238086], [7.427867, -4.222219, 2.332706], [7.249137, -2.435329, 2.238906], [7.091797, -3.515959, 0.843206], [10.613777, -5.458569, -3.705264], [9.372527, -6.321559, -3.359424], [9.132657, -7.448299, -4.407614], [8.968327, -6.958419, -5.758224], [7.739787, -6.373269, -6.034234], [9.507467, -6.773729, -1.986814], [10.498797, -4.963749, -4.669644], [11.565237, -5.990229, -3.691974], [10.601057, -4.688989, -2.933454], [8.526647, -5.634249, -3.346414], [8.332587, -8.138379, -4.139754], [9.989507, -8.112219, -4.522104], [7.659457, -5.366099, -5.625264], [6.903067, -7.026109, -5.785694], [7.682687, -6.180989, -7.105624], [8.695537, -7.360089, -1.856244], [10.249187, -7.458589, -1.956674]], "atomic_forces_ev_per_a": [[-0.20, -0.16, 0.50], [-0.59, 0.40, 0.38], [-0.76, -0.35, -1.17], [0.76, 0.52, 0.30], [-0.39, 0.20, -0.24], [-0.20, -0.32, -0.28], [0.42, -0.10, 0.07], [0.31, 0.06, 0.24], [-0.06, -0.26, 0.02], [0.25, 0.45, -0.04], [0.39, -0.45, 0.31], [0.10, 0.01, -0.09], [0.33, -0.23, -0.07], [-0.05, -0.58, 0.75], [0.06, 0.50, 0.63], [-0.97, 0.97, -0.71], [-0.09, 0.28, 0.05], [-0.04, -0.18, 0.36], [-0.02, 0.16, -0.22], [0.68, -0.45, -0.01], [0.14, 0.26, -0.47], [-0.02, -0.40, -0.18], [0.09, -0.40, -0.02], [-0.11, 0.08, -0.12], [0.51, 0.34, 0.21], [0.53, 1.58, -0.67], [0.08, -0.18, -0.03], [-0.07, -0.73, -0.08], [-0.63, -0.20, 0.48], [-0.02, 0.12, -0.10], [-0.57, -0.08, -0.67], [-0.07, 0.01, 0.35], [0.64, 0.06, 0.63], [-0.03, -0.68, 0.01], [-0.31, -0.10, -0.20], [-0.04, -0.17, 0.09], [0.21, 0.77, -0.44], [0.03, -1.09, -1.15], [-0.33, -1.04, 1.35], [0.44, 0.77, -0.96], [-0.60, -0.17, 0.17], [-0.54, 0.37, 0.42], [0.59, 0.48, 0.58], [-0.38, -0.79, 0.29], [0.01, 0.32, -0.19], [0.07, -0.20, 0.20], [0.31, 0.11, 0.02], [0.20, 0.47, -0.29], [0.21, -0.40, 0.16], [-0.08, -0.69, -1.63], [-0.39, -0.20, 0.05], [0.58, 0.03, 0.43], [-0.17, -0.16, 0.24], [0.06, 0.43, 0.12], [0.01, -0.18, -0.07], [0.17, -0.10, 0.18], [0.49, -0.05, -0.26], [-0.35, 0.85, -0.09], [-0.33, -0.18, 0.82], [-0.20, 0.65, 0.06], [0.84, 0.42, 0.09], [-0.72, 0.23, 0.40], [0.73, 0.56, 0.27], [-0.18, -0.35, 0.10], [0.17, -0.43, 0.08], [0.21, 0.16, -0.01], [1.00, 0.88, 0.88], [-1.12, -0.69, 1.25], [0.88, 0.27, -0.45], [-0.06, -0.07, -0.24], [-0.23, -0.19, 0.14], [-0.14, -0.10, -0.03], [0.10, -0.24, -0.28], [-0.15, -0.54, -0.60], [0.39, -0.01, 0.30], [-0.20, 0.18, -0.22], [-0.23, 0.01, -0.44], [-0.86, -0.34, -0.09], [0.25, 0.56, -0.19], [-0.15, 0.34, -0.30], [0.07, -0.27, 0.10], [-0.12, 0.12, 0.06], [-0.13, -0.32, -0.07], [-0.33, -0.18, -0.75], [0.58, 0.12, -1.20], [0.64, 0.24, 2.11], [-2.43, -0.51, -0.88], [2.17, 0.49, -0.47], [-0.67, -1.23, -0.91], [1.32, 0.10, -0.53], [-0.58, 1.38, 0.71], [-0.67, -0.28, -0.15], [0.55, -0.18, 0.51], [0.14, -0.04, 0.50], [-0.15, 0.11, -0.01], [-0.36, -0.03, 0.32], [-0.22, -0.10, 0.19], [-0.22, 0.38, -0.31], [0.22, -0.01, -0.07], [-0.26, -0.33, 0.24], [-0.06, -0.06, -0.29], [0.07, -0.09, 0.27], [-0.15, 0.55, -0.13], [-0.09, -0.40, -0.07], [0.24, 0.23, 0.24], [-0.15, -0.53, -0.05], [0.11, 0.07, -0.38], [-0.04, 0.11, 0.33], [0.45, -0.09, 0.59], [-0.86, 0.27, -0.28], [0.85, -0.04, -0.56], [0.22, -0.93, -0.78], [-1.40, -0.79, -0.98], [1.47, 0.64, 0.68], [-2.70, 0.41, 0.80], [2.68, 0.80, -0.37], [-0.19, 0.11, 0.25], [-0.26, 0.15, 0.19], [0.27, -0.11, -0.10], [-0.05, 0.14, -0.25], [0.02, -0.01, -0.07], [0.29, 0.00, 0.24], [-0.04, 0.05, 0.61], [-0.37, 0.60, 0.27], [0.05, 0.28, 0.26], [-0.27, 0.10, 0.46], [0.38, -0.06, -0.77], [-0.72, -0.06, 0.24], [1.08, -0.54, -0.53], [-0.41, -0.24, 0.24], [-0.27, 0.07, 0.44], [-0.21, -0.76, -0.55], [-0.44, 0.29, 1.77], [1.35, -0.53, 0.43], [-1.91, 0.54, -2.00], [-0.64, 0.64, -1.04], [0.25, -0.43, -0.07], [-0.57, -1.36, -0.57], [0.41, -0.16, 1.63], [-0.79, -1.16, -0.07], [1.10, 1.74, 0.71], [-0.23, 0.06, -0.29], [0.16, -0.46, -0.41], [0.02, 0.46, -0.27], [0.48, 0.00, 0.93], [0.26, -0.24, -0.35], [-0.06, -0.22, 0.28], [0.13, -0.12, 0.12], [0.45, 0.29, 0.14], [0.46, 0.33, 0.19], [-0.49, -0.14, 0.05], [0.00, 0.31, -0.46], [0.17, 0.29, -0.38], [-0.15, -0.75, -0.71], [-0.04, 0.26, -0.02], [0.10, 0.37, 0.41], [1.21, -0.76, 0.70], [-0.16, -0.12, 0.05], [-2.06, 1.36, -0.64], [2.18, -1.20, 0.29], [-0.66, -0.95, 0.48], [-0.90, 0.12, 0.99], [-0.15, -0.32, -0.76], [0.22, -0.02, -1.00], [0.75, -0.53, 0.04], [0.60, 0.76, 0.65], [0.10, 0.02, -0.02], [-1.43, 0.01, -0.43], [-0.11, 0.45, -0.30], [0.57, -0.94, -0.06], [-0.02, 0.58, 0.01], [-0.25, 0.40, -0.45], [0.11, 0.17, 0.08], [0.32, 0.41, 0.05], [-0.12, -0.07, 0.03], [-0.42, 0.42, 0.23], [0.22, -0.38, 0.19], [0.14, 0.62, 0.29], [-0.16, -0.19, -0.47], [0.03, 0.16, 0.07], [0.31, -0.92, 0.01], [0.62, 0.39, 0.32], [-0.92, -0.02, -0.85], [0.80, 0.65, 0.29], [-1.54, -1.38, -0.28], [0.62, 0.63, 0.60], [-0.16, 0.33, 0.04], [0.98, -0.47, -0.15], [-0.46, 0.83, 0.88], [-0.11, -0.05, -0.07], [0.12, 0.22, 0.21], [-0.31, 0.27, 0.01], [0.17, 0.34, -0.06], [0.20, -0.64, 0.24], [-0.03, -0.01, 0.37], [-0.20, -0.03, -0.52], [-0.20, 0.17, -0.09], [-0.53, -0.14, -0.58], [0.13, 0.07, 0.15], [-0.11, 0.03, 0.38], [-0.13, 0.08, -0.42], [0.02, -0.06, 0.03], [0.11, 0.14, -0.57], [0.61, -0.42, 0.06], [-0.60, -0.44, -0.33], [-0.15, 0.25, 0.98], [0.92, -0.33, -0.98], [-1.94, 0.86, -0.05], [0.99, 1.64, -0.21], [-1.44, -2.19, 1.70], [0.91, -0.40, -1.70], [-0.59, 0.13, 0.43], [0.52, 0.87, -0.20], [-0.15, -0.09, 0.14], [-0.03, -0.03, 0.07], [0.47, 0.13, -0.09], [-0.67, -0.59, 0.06], [0.84, 0.14, -0.10], [0.08, -0.58, 0.50], [0.02, 0.09, -0.29], [-0.23, 0.70, -0.38], [0.70, 0.04, -0.32], [-0.06, 0.12, -0.12], [0.11, 0.28, 0.30], [0.24, -0.14, 0.42], [0.20, -0.07, 0.01], [-0.05, 0.22, 0.38], [-0.10, -0.60, -0.20], [0.60, 0.62, -0.40], [-0.89, -0.22, 1.74], [0.73, 1.62, 1.13], [-0.17, -0.77, -1.65], [0.02, 0.35, 0.19], [-0.87, -0.73, 0.11], [1.50, 0.54, 0.87], [0.77, -0.03, -0.55], [-1.03, -0.33, -0.46], [-0.19, -0.27, -0.02], [-0.01, -0.17, -0.01], [-0.13, -0.10, 0.25], [0.60, -0.39, -0.44], [-0.41, 0.08, -0.83], [0.53, -0.22, 0.08], [-0.34, -0.19, 0.01], [-0.18, -0.98, -0.64], [0.28, 0.25, 0.02], [0.09, 0.43, 0.15], [-0.21, 0.30, 0.17], [0.13, -0.14, -0.55], [-0.30, -0.04, 0.68], [-0.20, 0.05, 0.22], [-0.34, 0.33, -0.11], [-1.02, 0.14, 0.15], [0.96, 0.39, -1.15], [0.45, 0.49, -0.76], [0.53, -0.58, 0.91], [-0.27, 0.59, -0.72], [-0.40, -0.83, -0.26], [0.03, -0.14, -0.05], [-0.11, -0.20, 0.09], [0.42, 0.09, -0.04], [-0.21, -0.06, -0.27], [-0.61, 0.25, 0.14], [0.42, 0.22, 0.39], [-0.31, -0.02, 0.62], [-0.18, 0.10, 0.34], [0.16, -0.33, -0.18], [-0.45, -0.07, 0.67], [0.59, -0.04, 0.13]], "lowdin_charge": [-0.062, -0.536, -0.076, -0.043, 0.081, 0.086, 0.077, 0.136, 0.081, 0.084, 0.081, 0.091, -0.045, -0.522, -0.066, -0.053, 0.075, 0.075, 0.078, 0.130, 0.080, 0.081, 0.078, 0.089, -0.066, -0.504, -0.057, -0.037, 0.068, 0.076, 0.078, 0.126, 0.074, 0.074, 0.080, 0.087, -0.040, -0.513, -0.074, -0.055, 0.071, 0.074, 0.071, 0.133, 0.090, 0.083, 0.080, 0.081, -0.069, -0.489, -0.052, -0.053, 0.077, 0.079, 0.077, 0.130, 0.072, 0.075, 0.074, 0.079, -0.102, -0.202, -0.233, -0.209, -0.058, -0.212, -0.181, -0.211, -0.139, 0.078, 0.088, 0.085, 0.128, 0.120, 0.122, 0.106, 0.098, 0.111, 0.114, 0.121, 0.117, 0.087, 0.089, 0.086, -0.121, -0.191, -0.212, -0.218, -0.064, -0.225, -0.216, -0.195, -0.116, 0.083, 0.084, 0.084, 0.122, 0.111, 0.124, 0.124, 0.106, 0.119, 0.114, 0.125, 0.110, 0.088, 0.085, 0.079, -0.127, -0.183, -0.235, -0.234, -0.051, -0.195, -0.275, -0.175, -0.093, 0.080, 0.084, 0.089, 0.122, 0.117, 0.116, 0.124, 0.110, 0.117, 0.124, 0.115, 0.122, 0.084, 0.082, 0.082, -0.119, -0.164, -0.266, -0.181, -0.062, -0.202, -0.210, -0.240, -0.068, 0.090, 0.085, 0.085, 0.122, 0.122, 0.120, 0.108, 0.096, 0.108, 0.109, 0.115, 0.113, 0.077, 0.079, 0.082, -0.120, -0.180, -0.232, -0.172, -0.088, -0.192, -0.209, -0.185, -0.116, 0.083, 0.088, 0.082, 0.109, 0.114, 0.124, 0.106, 0.108, 0.100, 0.117, 0.096, 0.115, 0.081, 0.086, 0.085, -0.118, -0.178, -0.245, -0.239, -0.067, -0.179, -0.215, -0.203, -0.105, 0.085, 0.087, 0.085, 0.115, 0.126, 0.121, 0.118, 0.101, 0.111, 0.114, 0.123, 0.110, 0.087, 0.084, 0.081, -0.126, -0.189, -0.222, -0.189, -0.065, -0.216, -0.208, -0.213, -0.106, 0.086, 0.088, 0.082, 0.118, 0.110, 0.117, 0.112, 0.104, 0.114, 0.121, 0.123, 0.106, 0.087, 0.083, 0.081, -0.118, -0.186, -0.203, -0.194, -0.070, -0.224, -0.209, -0.218, -0.064, 0.084, 0.082, 0.087, 0.106, 0.113, 0.105, 0.116, 0.079, 0.105, 0.116, 0.115, 0.126, 0.076, 0.088, 0.086, -0.057, -0.443, -0.174, -0.195, -0.138, 0.033, 0.071, 0.076, 0.072, 0.127, 0.113, 0.123, 0.082, 0.089, 0.086, 0.063, 0.069], "max_force_ev_per_a": 3.126, "total_energy_ev": -130690.035, "spin_multiplicity": 1, "homo_lumo_gap_ha": 0.3113}